C26H29N5S2SeV as an isolated structure. Source: OMol25; level of theory: ωB97M-V with the def2-TZVPD basis set.

Each line ends with the Löwdin charge.
Positions of all 64 atoms, in Å:
V: -0.733 0.226 1.514  0.35
C: 2.627 4.086 2.098  -0.04
N: 2.918 2.717 1.713  -0.11
C: 4.004 2.309 0.957  -0.04
C: 3.892 0.986 0.780  -0.04
N: 2.733 0.580 1.443  0.02
C: 2.126 1.666 2.020  -0.69
S: 0.728 1.761 2.947  0.73
C: 2.331 -0.782 1.464  -0.25
C: 3.328 -1.745 1.583  0.01
C: 2.969 -3.076 1.479  -0.04
C: 1.637 -3.403 1.280  -0.03
C: 0.714 -2.377 1.229  -0.12
N: 1.047 -1.081 1.320  0.04
H: 3.180 4.750 1.438  0.09
H: 2.911 4.264 3.134  0.10
H: 1.557 4.257 1.989  0.06
H: 4.726 3.014 0.585  0.13
H: 4.468 0.297 0.190  0.13
H: 4.348 -1.445 1.773  0.12
H: 3.722 -3.849 1.570  0.11
H: 1.301 -4.426 1.192  0.11
H: -0.345 -2.585 1.140  0.11
C: -1.420 -1.125 3.034  -0.29
H: -0.600 -1.568 3.619  -0.03
H: -2.005 -1.972 2.643  -0.04
H: -2.077 -0.619 3.749  -0.03
N: -0.503 3.518 0.144  0.10
C: 0.330 2.721 -0.538  -0.72
N: 0.298 1.413 -0.486  0.05
C: 1.241 0.880 -1.362  -0.31
C: 1.394 -0.469 -1.676  -0.02
C: 2.410 -0.858 -2.533  -0.08
C: 3.268 0.078 -3.111  -0.10
C: 3.088 1.430 -2.863  -0.10
C: 2.071 1.809 -2.003  -0.48
S: 1.578 3.420 -1.560  1.08
H: -1.353 3.050 0.504  -0.04
H: -0.588 4.480 -0.136  0.10
H: 0.710 -1.200 -1.270  0.11
H: 2.525 -1.908 -2.773  0.10
H: 4.051 -0.248 -3.783  0.10
H: 3.717 2.169 -3.343  0.11
C: -3.730 -3.325 -2.772  -0.06
C: -3.597 -2.137 -1.858  -0.28
C: -3.104 -0.925 -2.316  -0.03
C: -2.967 0.181 -1.480  -0.30
C: -2.518 1.479 -2.090  -0.08
C: -3.315 0.075 -0.120  -0.54
Se: -3.045 1.549 1.114  0.65
C: -3.884 -1.127 0.340  -0.31
C: -4.472 -1.286 1.715  -0.10
C: -3.995 -2.208 -0.532  -0.03
H: -3.326 -3.109 -3.761  0.07
H: -4.775 -3.618 -2.895  0.08
H: -3.197 -4.192 -2.375  0.07
H: -2.824 -0.827 -3.361  0.11
H: -2.221 1.332 -3.130  0.08
H: -1.683 1.900 -1.541  0.02
H: -3.324 2.217 -2.061  0.08
H: -4.057 -0.580 2.424  0.01
H: -4.312 -2.297 2.091  0.07
H: -5.553 -1.118 1.670  0.09
H: -4.425 -3.132 -0.155  0.12

For the energy relative to the best compared isomer or geometry (same formula, charge and spin), the calculation gives 0.406 eV. The spin multiplicity is 4. The calculation puts the LUMO energy (alpha / beta) at 0.038 / -0.022 eV. As for the expectation value of S²: 3.77. For the HOMO-LUMO gap (alpha / beta), the calculation gives 0.2299 / 0.2493 hartree.



C29H33FeO2Si as an isolated structure. Source: OMol25; level of theory: ωB97M-V with the def2-TZVPD basis set.

Each line ends with the Löwdin charge.
Positions of all 66 atoms, in Å:
C: -1.176 -1.043 -2.945  -0.18
Si: 0.639 -0.821 -2.499  0.55
C: 1.490 -2.358 -1.896  -0.18
C: 1.369 -0.232 -4.124  -0.17
C: 0.832 0.354 -0.962  -0.21
C: -0.316 0.622 -0.063  -0.16
O: 1.375 1.570 -1.357  -0.07
C: 2.655 1.657 -1.902  -0.27
C: 2.903 2.678 -2.830  -0.02
C: 4.127 2.663 -3.497  -0.10
C: 5.076 1.671 -3.226  -0.11
C: 4.819 0.702 -2.251  -0.09
C: 3.613 0.708 -1.550  -0.03
H: -1.195 -1.621 -3.885  0.03
H: -1.741 -1.604 -2.186  0.03
H: -1.680 -0.081 -3.136  0.04
H: 1.663 -3.015 -2.763  0.03
H: 2.454 -2.100 -1.433  0.02
H: 0.861 -2.872 -1.153  0.04
H: 0.999 -0.923 -4.898  0.03
H: 1.032 0.779 -4.392  0.04
H: 2.465 -0.254 -4.139  0.03
H: -0.460 1.718 -0.090  0.10
H: -1.172 0.156 -0.566  0.10
H: 2.136 3.419 -3.054  0.12
H: 4.348 3.434 -4.237  0.10
H: 6.024 1.654 -3.769  0.09
H: 5.550 -0.068 -2.022  0.10
H: 3.364 -0.041 -0.795  0.11
C: 1.139 -5.833 3.306  -0.08
O: 1.916 -4.639 3.057  -0.11
C: 1.282 -3.469 2.780  -0.29
C: 2.114 -2.352 2.524  -0.02
C: 1.560 -1.173 2.066  -0.05
C: 0.171 -1.043 1.898  -0.15
C: -0.404 0.303 1.398  -0.21
C: -1.852 0.581 1.823  -0.31
C: -2.256 1.271 3.025  -0.14
C: -3.703 1.234 3.110  -0.18
C: -4.204 0.522 1.946  -0.19
C: -3.054 0.122 1.141  -0.16
Fe: -3.118 2.072 1.398  0.25
C: -2.291 3.124 -0.089  -0.21
C: -2.258 3.821 1.183  -0.19
C: -3.630 3.952 1.645  -0.20
C: -4.494 3.310 0.670  -0.20
C: -3.665 2.782 -0.389  -0.19
C: -0.654 -2.110 2.282  -0.01
C: -0.122 -3.332 2.680  -0.02
H: 1.885 -6.593 3.540  0.08
H: 0.467 -5.693 4.163  0.09
H: 0.567 -6.134 2.418  0.09
H: 3.191 -2.466 2.651  0.11
H: 2.206 -0.311 1.869  0.12
H: 0.201 1.068 1.909  0.15
H: -1.570 1.660 3.769  0.10
H: -4.298 1.587 3.945  0.09
H: -5.233 0.239 1.738  0.09
H: -3.053 -0.488 0.236  0.10
H: -1.462 3.018 -0.780  0.09
H: -1.371 4.242 1.651  0.10
H: -3.953 4.513 2.520  0.09
H: -5.582 3.314 0.675  0.09
H: -4.003 2.307 -1.307  0.09
H: -1.740 -1.981 2.288  0.12
H: -0.784 -4.178 2.881  0.10

For the energy relative to the best compared isomer or geometry (same formula, charge and spin), the calculation gives 0.000 eV. The spin multiplicity is 5. The calculation puts the LUMO energy (alpha / beta) at 2.557 / 2.547 eV. The charge is -1. As for the expectation value of S²: 6.09. For the HOMO-LUMO gap (alpha / beta), the calculation gives 0.1325 / 0.1976 hartree.



A 2-piece molecular cluster, C5H14O2 overall. Source: OMol25; level of theory: ωB97M-V with the def2-TZVPD basis set.

Each line ends with the Löwdin charge.
Positions of all 21 atoms, in Å:
C: -0.842 1.604 -0.475  -0.10
C: -0.399 0.170 -0.222  -0.27
C: 0.633 0.055 0.891  -0.24
C: 1.990 0.671 0.568  -0.19
C: 2.754 -0.099 -0.516  -0.27
O: 4.156 -0.132 -0.309  -0.07
H: -1.133 1.769 -1.511  0.07
H: -0.135 2.362 -0.144  0.06
H: -1.747 1.793 0.098  0.07
H: -0.019 -0.334 -1.109  0.10
H: -1.274 -0.413 0.050  0.10
H: 0.731 -0.987 1.195  0.11
H: 0.199 0.549 1.770  0.11
H: 2.571 0.692 1.488  0.11
H: 1.843 1.686 0.234  0.09
H: 2.607 0.320 -1.512  0.12
H: 2.355 -1.132 -0.588  0.12
H: 4.338 -0.674 0.466  0.08
O: -5.976 -2.935 -0.062  -0.07
H: -6.062 -2.441 -0.881  0.03
H: -6.590 -2.525 0.571  0.04

For the energy relative to the best compared isomer or geometry (same formula, charge and spin), the calculation gives 0.389 eV. The calculation puts the LUMO energy at 0.869 eV. The SMILES is CCCCCO.O. For the HOMO-LUMO gap, the calculation gives 0.4050 hartree.